# 1
Density functional theory data (wB97M-V/def2-TZVPD) for 9 unconnected molecules or ions with the total composition C42H76N9O2.

F_max = 0.82 eV/A
frontier orbital gap = 0.360 hartree

```
! RIJCOSX wB97M-V def2-TZVPD def2/J DEFGRID3
* xyz 1 1
C -1.323 -5.749 -4.624
C -1.292 -4.213 -4.604
C -1.754 -3.650 -5.943
C -1.653 -2.152 -6.153
N -0.273 -1.599 -5.896
C -0.483 -0.117 -6.028
C -1.664 0.074 -5.100
C -2.598 -1.110 -5.468
C -3.467 -1.519 -4.277
C -4.850 -2.066 -4.606
O -4.799 -3.497 -4.689
C -5.310 -4.076 -5.781
O -5.021 -5.190 -6.101
H -1.225 -6.135 -5.636
H -0.545 -6.176 -3.998
H -2.280 -6.095 -4.243
H -0.277 -3.881 -4.367
H -1.943 -3.889 -3.797
H -1.141 -4.122 -6.715
H -2.772 -3.965 -6.144
H -1.790 -1.996 -7.222
H 0.407 -1.960 -6.564
H 0.017 -1.802 -4.939
H -0.829 0.058 -7.043
H 0.418 0.450 -5.830
H -2.208 0.991 -5.285
H -1.340 0.023 -4.060
H -3.255 -0.745 -6.256
H -3.633 -0.615 -3.689
H -2.955 -2.216 -3.621
H -5.218 -1.635 -5.537
H -5.549 -1.788 -3.821
H -6.008 -3.448 -6.352
C -0.368 3.481 -2.853
C -1.382 4.599 -2.654
C -2.828 4.117 -2.788
C -3.124 3.621 -4.131
N -3.346 3.220 -5.185
H -0.424 3.065 -3.863
H 0.646 3.852 -2.702
H -0.539 2.676 -2.134
H -1.192 5.403 -3.369
H -1.269 5.012 -1.656
H -3.525 4.923 -2.559
H -3.019 3.319 -2.068
C 2.028 2.155 1.262
C 1.753 3.275 2.259
C 0.265 3.436 2.582
C -0.508 3.818 1.403
N -1.118 4.127 0.480
H 1.549 2.354 0.301
H 3.099 2.051 1.085
H 1.655 1.199 1.635
H 2.145 4.218 1.875
H 2.273 3.076 3.196
H 0.129 4.195 3.352
H -0.143 2.505 2.981
C -5.602 -8.077 -9.650
C -5.760 -6.692 -9.035
C -6.510 -5.718 -9.949
C -5.774 -5.451 -11.185
N -5.196 -5.238 -12.153
H -5.021 -8.038 -10.573
H -5.088 -8.746 -8.960
H -6.573 -8.516 -9.882
H -4.781 -6.277 -8.792
H -6.307 -6.766 -8.095
H -6.670 -4.766 -9.441
H -7.495 -6.112 -10.202
C 4.736 6.136 4.970
C 4.478 5.695 6.407
C 3.721 4.366 6.488
C 2.388 4.464 5.896
N 1.353 4.551 5.404
H 3.805 6.315 4.429
H 5.315 7.056 4.948
H 5.303 5.379 4.424
H 3.917 6.467 6.938
H 5.420 5.566 6.933
H 3.620 4.044 7.525
H 4.278 3.587 5.964
C 5.080 0.393 9.243
C 5.770 0.336 7.885
C 7.022 1.220 7.823
C 6.703 2.634 8.009
N 6.443 3.739 8.179
H 4.732 1.399 9.474
H 4.214 -0.269 9.259
H 5.757 0.084 10.041
H 5.073 0.641 7.101
H 6.072 -0.688 7.660
H 7.526 1.105 6.862
H 7.733 0.923 8.595
C 4.432 11.238 1.263
C 4.329 11.007 2.765
C 5.522 10.226 3.328
C 5.611 8.877 2.772
N 5.680 7.816 2.341
H 4.442 10.294 0.717
H 3.585 11.822 0.905
H 5.344 11.783 1.012
H 3.406 10.472 2.997
H 4.280 11.965 3.285
H 5.445 10.142 4.414
H 6.454 10.751 3.114
C -0.017 -0.177 12.137
C 0.918 -0.860 11.147
C 2.349 -0.993 11.679
C 2.970 0.310 11.914
N 3.432 1.345 12.098
H 0.308 0.843 12.349
H -1.030 -0.128 11.738
H -0.055 -0.723 13.081
H 0.933 -0.305 10.207
H 0.550 -1.861 10.920
H 2.970 -1.548 10.974
H 2.355 -1.552 12.616
C -3.863 -8.382 -3.284
C -3.617 -9.854 -3.590
C -3.248 -10.654 -2.335
C -2.000 -10.168 -1.747
N -1.035 -9.755 -1.282
H -2.966 -7.918 -2.872
H -4.141 -7.842 -4.190
H -4.670 -8.259 -2.559
H -2.816 -9.951 -4.325
H -4.509 -10.298 -4.033
H -3.134 -11.712 -2.571
H -4.039 -10.576 -1.587
*
```

Atomic partial charges in e from the Mulliken method, atoms 1 to 5:
1. C -1.357
2. C 0.070
3. C -0.625
4. C -0.706
5. N -0.012

# 2
Density functional theory data (wB97M-V/def2-TZVPD) for 11 unconnected molecules or ions with the total composition C42H76O19 in a non-equilibrium geometry.

structure (SMILES) = COC(=O)OC.COC(=O)OC.O=C1CCCO1.O=C1CCCO1.O=C1CCCO1.O=C1CCCO1.C1CCOC1.C1CCOC1.C1CCOC1.C1CCOC1.C1CCOC1
F_max = 5.71 eV/A
frontier orbital gap = 0.348 hartree

```
! RIJCOSX wB97M-V def2-TZVPD def2/J DEFGRID3
* xyz 0 1
C -0.570 2.152 -1.546
O 0.259 1.843 -0.396
C -0.118 0.904 0.390
O -1.302 0.638 0.661
O 0.933 0.242 0.710
C 0.980 -0.807 1.676
H -0.081 2.962 -2.087
H -1.473 2.507 -1.050
H -0.784 1.321 -2.218
H 2.059 -0.874 1.812
H 0.652 -1.772 1.291
H 0.662 -0.591 2.697
C -2.778 -7.141 0.718
O -2.119 -6.023 0.384
C -2.593 -4.838 0.486
O -3.763 -4.531 0.753
O -1.638 -3.968 0.156
C -1.948 -2.534 -0.012
H -3.628 -7.312 0.057
H -3.161 -7.062 1.736
H -2.112 -8.002 0.651
H -1.986 -2.009 0.943
H -2.892 -2.213 -0.454
H -1.105 -2.056 -0.511
O -0.070 -3.062 3.949
C -1.115 -3.571 4.279
C -2.607 -3.358 3.785
C -3.381 -4.189 4.773
C -2.348 -5.112 5.544
O -1.107 -4.398 5.355
H -2.900 -2.308 3.797
H -2.763 -3.695 2.760
H -4.009 -3.521 5.361
H -4.026 -4.850 4.194
H -2.717 -5.068 6.569
H -2.289 -6.146 5.203
O 3.207 -1.548 6.956
C 3.231 -0.677 6.125
C 2.312 -0.387 5.049
C 3.150 0.524 4.221
C 4.239 1.093 5.138
O 4.313 0.115 6.194
H 2.083 -1.280 4.468
H 1.424 0.038 5.517
H 3.714 -0.004 3.451
H 2.521 1.330 3.844
H 5.173 1.058 4.577
H 4.057 2.118 5.459
O 6.420 2.314 -0.501
C 5.490 2.992 -0.034
C 5.662 4.362 0.509
C 4.162 4.772 0.697
C 3.388 3.462 0.654
O 4.252 2.578 0.016
H 6.089 4.304 1.510
H 6.191 5.059 -0.140
H 3.921 5.358 1.584
H 3.831 5.568 0.030
H 3.309 3.080 1.672
H 2.477 3.608 0.074
O -4.019 0.375 -8.427
C -3.956 0.230 -7.196
C -2.691 0.205 -6.414
C -3.267 0.536 -5.150
C -4.558 -0.260 -5.091
O -5.026 -0.050 -6.408
H -2.249 -0.786 -6.513
H -1.981 0.982 -6.698
H -2.817 0.406 -4.166
H -3.517 1.595 -5.091
H -4.438 -1.340 -5.004
H -5.420 0.066 -4.508
C 2.497 4.162 -3.793
C 3.349 3.067 -3.254
C 4.689 3.534 -3.669
O 4.495 4.807 -4.227
C 3.301 5.361 -3.663
H 1.590 4.326 -3.210
H 2.106 4.003 -4.798
H 3.012 2.097 -3.617
H 3.347 3.070 -2.164
H 5.187 2.828 -4.334
H 5.422 3.570 -2.862
H 3.112 6.251 -4.263
H 3.142 5.707 -2.642
C -4.455 3.777 -1.138
C -5.889 3.416 -0.909
C -6.732 4.522 -1.543
O -5.740 5.310 -2.168
C -4.589 4.612 -2.378
H -3.949 2.859 -1.436
H -3.893 4.235 -0.324
H -6.067 3.149 0.132
H -6.043 2.489 -1.463
H -7.258 5.118 -0.798
H -7.407 4.050 -2.258
H -3.762 5.311 -2.507
H -4.722 4.026 -3.287
C 1.600 -1.005 -3.866
C 2.057 -1.225 -2.423
C 1.914 -2.730 -2.149
O 0.714 -3.003 -2.725
C 0.697 -2.255 -3.956
H 2.331 -0.926 -4.671
H 1.028 -0.088 -4.006
H 1.581 -0.412 -1.875
H 3.099 -0.940 -2.272
H 2.005 -2.802 -1.066
H 2.684 -3.437 -2.458
H -0.346 -1.998 -4.139
H 1.055 -2.847 -4.798
C 3.624 -5.057 -0.355
C 3.461 -4.193 0.859
C 3.971 -5.026 2.030
O 4.607 -6.163 1.352
C 4.077 -6.391 0.095
H 4.342 -4.475 -0.932
H 2.734 -5.154 -0.977
H 2.455 -3.823 1.055
H 3.997 -3.244 0.833
H 3.157 -5.382 2.661
H 4.584 -4.477 2.744
H 3.239 -7.076 0.219
H 4.756 -6.812 -0.647
C -3.457 2.595 2.148
C -2.154 3.099 2.723
C -1.742 1.945 3.642
O -2.980 1.343 3.965
C -4.047 2.144 3.462
H -3.353 1.904 1.312
H -3.959 3.446 1.688
H -2.322 3.946 3.387
H -1.457 3.440 1.958
H -1.145 2.306 4.480
H -1.187 1.156 3.134
H -4.244 2.983 4.129
H -4.965 1.623 3.192
*
```

Atomic partial charges in e from the Mulliken method, atoms 1 to 5:
1. C -0.473
2. O -0.036
3. C 0.826
4. O -0.609
5. O 0.042

# 3
Density functional theory data (wB97M-V/def2-TZVPD) for 5 unconnected molecules or ions with the total composition C42H79N2O15S4 in a non-equilibrium geometry.

F_max = 1.72 eV/A
frontier orbital gap = 0.306 hartree

```
! RIJCOSX wB97M-V def2-TZVPD def2/J DEFGRID3
* xyz 1 1
C 1.981 3.833 3.731
C 2.168 2.367 4.157
C 1.074 1.442 3.641
C 1.138 1.095 2.128
C 2.535 1.195 1.497
C 0.416 -0.227 1.918
C -0.912 -0.253 1.432
C -1.704 0.968 1.054
C -2.259 0.876 -0.387
C -1.351 1.576 -1.414
C -0.500 0.555 -2.179
C 0.781 0.112 -1.445
O 1.997 0.364 -2.192
C 2.717 1.453 -1.815
C 1.985 2.730 -1.512
O 3.894 1.386 -1.798
C -1.570 -1.485 1.278
C -0.942 -2.673 1.597
C -1.569 -3.999 1.474
C -2.799 -4.246 2.090
C -3.364 -5.504 1.955
C -2.671 -6.464 1.217
N -1.492 -6.255 0.635
C -0.966 -5.040 0.766
N 0.321 -2.605 2.065
C 1.013 -1.457 2.234
C 2.407 -1.673 2.736
C 3.277 -2.131 1.547
C 4.774 -2.132 1.825
C 5.550 -2.254 0.501
C 5.619 -3.710 -0.024
C 4.652 -4.022 -1.179
C 3.581 -5.075 -0.878
O 4.078 -6.155 -0.105
C 3.502 -6.247 1.174
H 1.512 4.383 4.538
H 1.370 3.953 2.839
H 2.936 4.320 3.571
H 3.168 2.033 3.897
H 2.129 2.328 5.243
H 0.129 1.963 3.801
H 1.025 0.551 4.266
H 0.551 1.848 1.626
H 2.600 0.657 0.558
H 3.336 0.865 2.146
H 2.742 2.242 1.294
H -1.161 1.895 1.139
H -2.551 1.023 1.737
H -2.424 -0.150 -0.696
H -3.234 1.356 -0.407
H -0.719 2.311 -0.926
H -1.955 2.123 -2.133
H -1.102 -0.325 -2.385
H -0.200 0.958 -3.141
H 0.772 -0.969 -1.334
H 0.850 0.535 -0.447
H 2.694 3.542 -1.464
H 1.234 2.900 -2.278
H 1.479 2.626 -0.557
H -2.578 -1.523 0.903
H -3.269 -3.457 2.659
H -4.310 -5.707 2.430
H -3.103 -7.448 1.105
H -0.014 -4.862 0.278
H 0.770 -3.481 2.304
H 2.348 -2.474 3.474
H 2.799 -0.793 3.222
H 3.083 -1.439 0.729
H 2.930 -3.104 1.209
H 5.067 -1.241 2.372
H 4.999 -3.034 2.391
H 5.023 -1.677 -0.257
H 6.543 -1.830 0.598
H 6.627 -3.858 -0.398
H 5.497 -4.409 0.797
H 5.228 -4.403 -2.016
H 4.132 -3.132 -1.528
H 3.242 -5.488 -1.827
H 2.697 -4.644 -0.399
H 4.042 -6.983 1.756
H 2.444 -6.512 1.115
H 3.581 -5.288 1.704
O 0.474 -3.167 -3.229
S 0.189 -2.650 -4.538
O -1.168 -2.389 -4.921
O 0.873 -3.568 -5.630
C 0.633 -4.994 -5.579
C -0.725 -5.372 -6.129
C 1.154 -1.215 -4.821
H 0.764 -5.348 -4.556
H 1.424 -5.432 -6.183
H -1.525 -5.012 -5.484
H -0.807 -6.456 -6.203
H -0.875 -4.939 -7.118
H 2.181 -1.435 -4.545
H 0.763 -0.427 -4.196
H 1.084 -0.934 -5.869
O 1.910 6.910 4.253
S 2.731 8.086 4.239
O 4.133 7.971 4.486
O 2.103 9.159 5.223
C 1.806 8.746 6.576
C 3.043 8.691 7.449
C 2.476 8.977 2.744
H 1.284 7.788 6.556
H 1.109 9.492 6.950
H 3.714 7.892 7.139
H 2.756 8.515 8.485
H 3.595 9.628 7.389
H 1.408 9.096 2.584
H 2.920 8.391 1.942
H 2.971 9.940 2.825
O -5.656 -4.096 -9.301
S -6.481 -3.914 -8.146
O -7.081 -2.644 -7.886
O -5.662 -4.378 -6.862
C -4.342 -3.823 -6.682
C -4.371 -2.410 -6.142
C -7.718 -5.163 -8.090
H -3.793 -3.880 -7.624
H -3.851 -4.489 -5.976
H -4.786 -1.718 -6.874
H -3.363 -2.085 -5.892
H -4.994 -2.356 -5.249
H -7.247 -6.130 -8.243
H -8.421 -4.951 -8.893
H -8.218 -5.117 -7.127
O -4.840 4.511 0.624
S -3.858 4.943 1.569
O -3.061 3.974 2.265
O -4.530 5.919 2.618
C -5.735 5.475 3.286
C -5.447 4.499 4.408
C -2.791 6.124 0.820
H -6.423 5.056 2.552
H -6.186 6.383 3.679
H -5.073 3.551 4.024
H -6.360 4.305 4.970
H -4.694 4.903 5.085
H -3.397 6.881 0.330
H -2.184 5.593 0.091
H -2.160 6.563 1.589
*
```

Atomic partial charges in e from the Mulliken method, atoms 1 to 5:
1. C -1.324
2. C -0.809
3. C -0.920
4. C 1.287
5. C -1.766